Record 1
53
Properties=species:S:1:pos:R:3 method="wB97M-V/def2-TZVPD" spin_multiplicity=3 gap_ev="5.9 / 4.9" e_homo_ev="-3.7841 / -3.7590" charge=-1 s2=2.01
Cu 5.01082 16.81559 -4.25756
C 6.74062 18.77239 -0.95432
C 6.29893 18.26753 -2.16075
C 7.42245 17.91490 -3.25226
O 7.03756 17.57505 -4.37985
C 8.82727 18.11879 -2.84212
C 9.14861 18.74151 -1.64521
C 8.04611 19.10874 -0.67975
O 8.26830 19.76863 0.40675
O 10.40991 18.88200 -1.45100
O 5.12779 18.04221 -2.47186
H 6.06201 18.85921 -0.11866
H 9.60393 17.69872 -3.46400
C 4.69902 15.20874 -6.47517
O 3.88693 16.06312 -6.11834
O 5.69547 15.17648 -5.72639
O 4.56772 14.27600 -7.22189
C 5.09387 19.83355 -5.55707
O 4.56179 18.81962 -5.12340
N 4.39019 20.90740 -6.03797
C 5.09427 22.17689 -6.27380
C 2.91850 21.01318 -5.96485
H 6.18481 19.98195 -5.55971
H 4.72739 22.61569 -7.20169
H 6.16907 22.05211 -6.40551
H 4.89185 22.85742 -5.44675
H 2.51806 21.77341 -5.29418
H 2.56396 21.34926 -6.93925
H 2.41428 20.08735 -5.68790
C 2.17261 16.66856 -2.50807
O 3.12312 16.42227 -3.22143
N 0.95347 16.75233 -2.91008
C -0.14384 17.22051 -2.04205
C 0.62850 16.38140 -4.30186
H 2.27345 16.80373 -1.42006
H 0.25829 17.84910 -1.24754
H -0.56688 16.31483 -1.60743
H -0.90532 17.72880 -2.63356
H 0.31428 17.29535 -4.80589
H 1.37433 15.84341 -4.88702
H -0.18905 15.67196 -4.42999
C 6.19739 14.04915 -2.61388
O 5.64009 15.12758 -2.80996
N 7.45344 13.91261 -2.10535
C 8.23983 12.64354 -2.17456
C 8.20830 15.12716 -1.56170
H 5.76939 13.09815 -2.96689
H 9.22380 12.80645 -2.61430
H 7.66350 11.84907 -2.64866
H 8.45560 12.22853 -1.19003
H 8.98509 15.51810 -2.21886
H 7.59756 15.93710 -1.16281
H 8.59106 14.77469 -0.60391



Record 2
11
Properties=species:S:1:pos:R:3 method="wB97M-V/def2-TZVPD" relative_energy_kcal_mol=50.3 gap_ev=10.2 e_homo_ev=-9.5852
C 0.28330 -1.60530 0.24966
C 0.33776 1.31995 -0.47899
C -0.64437 0.32457 -0.03477
F -1.00883 0.59464 1.24583
Cl 1.61818 1.50365 0.77491
Br -2.24785 0.12447 -1.01665
H 0.73346 -1.56273 1.25443
H -0.73820 -2.05949 0.19098
H 1.03470 -1.92796 -0.48588
H -0.23131 2.25810 -0.35684
H 0.86316 1.03012 -1.34268



Record 3
54
Properties=species:S:1:pos:R:3 method="wB97M-V/def2-TZVPD" relative_energy_kcal_mol=15.4 gap_ev=7.8 e_homo_ev=-5.5599 charge=-1
Ag 0.01311 -0.51400 -0.05889
O -3.52320 -1.14663 2.62412
S -2.22521 -0.73078 2.14775
O -2.18055 0.57218 1.48793
O -1.50734 -1.76807 1.38885
C -1.22953 -0.49941 3.62873
C -1.68085 -1.08261 4.80432
C -0.95122 -0.95880 5.97600
C 0.23736 -0.24537 5.97474
C 0.68882 0.34074 4.80219
C -0.03478 0.22812 3.61490
P 0.56676 1.00614 2.06314
C -0.09595 2.70349 2.14380
C -0.55921 3.26485 0.95824
C -1.04521 4.56599 0.94489
C -1.08162 5.30517 2.11706
C -0.63441 4.74408 3.30751
C -0.14352 3.44817 3.32028
C 2.34661 1.25133 2.43760
C 2.98247 2.49066 2.45164
C 4.36420 2.57552 2.60849
C 5.12256 1.42411 2.75361
C 4.49761 0.18047 2.73076
C 3.12592 0.09487 2.56545
H -2.61606 -1.62471 4.77621
H -1.31169 -1.41934 6.88739
H 0.81704 -0.14235 6.88378
H 1.62434 0.88636 4.81192
H -0.55555 2.66858 0.05224
H -1.40996 4.99355 0.01966
H -1.46958 6.31635 2.10919
H -0.67499 5.31648 4.22602
H 0.19399 3.00731 4.25101
H 2.40062 3.39812 2.34598
H 4.84256 3.54728 2.62115
H 6.19642 1.49056 2.87547
H 5.08257 -0.72619 2.82010
H 2.64931 -0.87616 2.51086
S 0.34375 0.88149 -2.25018
C 1.98754 0.47999 -2.12860
N 2.70171 0.95788 -1.06263
C 3.95811 0.57544 -0.77016
C 4.58924 -0.28737 -1.60741
C 3.85423 -0.70397 -2.73108
N 2.62133 -0.33208 -2.99852
H 2.18403 1.53283 -0.40959
H 4.38274 0.97731 0.13966
H 5.57351 -0.67891 -1.40928
H 4.31132 -1.39496 -3.43090
N 2.05832 -1.71864 0.10191
C 2.97581 -2.42540 -0.02224
N 3.99790 -3.22568 -0.08383
C 5.02334 -2.87031 -0.82672
N 5.96681 -2.60359 -1.45250



Record 4
116
Properties=species:S:1:pos:R:3 method="wB97M-V/def2-TZVPD" relative_energy_kcal_mol=8.7 gap_ev=5.6 e_homo_ev=-3.4186 charge=-1
Ca -0.91055 -0.41718 -0.21983
C 5.74615 1.81494 7.68951
C 5.04437 1.28358 6.46772
C 3.65818 1.18766 6.42306
C 3.00784 0.70478 5.29411
C 3.75747 0.33108 4.19358
C 5.14303 0.39168 4.22062
C 5.77648 0.87259 5.35368
S 2.95566 -0.34769 2.73046
O 4.01253 -1.14195 2.03705
C 2.78009 1.22390 1.85377
C 1.88181 2.14453 2.43665
C 1.61963 3.32442 1.82030
C 2.22526 3.63561 0.57885
C 1.94798 4.85486 -0.08676
C 2.51664 5.14150 -1.29352
C 3.38964 4.21036 -1.89650
C 3.67064 3.02406 -1.28069
C 3.09960 2.70132 -0.02131
C 3.36606 1.46190 0.64398
C 4.30004 0.52237 -0.04795
C 5.71051 0.71616 0.13031
C 6.20645 1.64757 1.07557
C 7.54965 1.79971 1.27205
C 8.47152 1.03206 0.52848
C 8.02104 0.13742 -0.39893
C 6.63402 -0.03899 -0.62203
C 6.14980 -0.95369 -1.59469
C 4.81481 -1.12499 -1.76155
C 3.89031 -0.40189 -0.96164
S 2.18619 -0.74498 -1.38464
O 1.24731 -0.06078 -0.42040
C 2.11180 -2.46947 -0.91921
C 0.98036 -3.11378 -1.40213
C 0.69772 -4.40295 -0.98170
C 1.53403 -5.05598 -0.08508
C 1.17422 -6.41060 0.45535
C 2.68035 -4.39939 0.36004
C 2.97573 -3.10786 -0.03862
H 5.08376 1.81608 8.55484
H 6.08646 2.84087 7.53033
H 6.62323 1.21343 7.93236
H 3.07301 1.48032 7.28738
H 1.92729 0.60953 5.27739
H 5.70479 0.04398 3.36168
H 6.86007 0.92379 5.37866
H 1.36786 1.88262 3.35247
H 0.90336 4.01361 2.24834
H 1.26368 5.55218 0.38183
H 2.29504 6.07591 -1.79352
H 3.83187 4.43330 -2.85942
H 4.33310 2.31688 -1.76362
H 5.50377 2.23466 1.65337
H 7.90808 2.51085 2.00564
H 9.53429 1.15540 0.69514
H 8.71851 -0.45689 -0.97798
H 6.85593 -1.50258 -2.20603
H 4.44102 -1.81586 -2.50859
H 0.29203 -2.59707 -2.06634
H -0.20535 -4.88671 -1.33581
H 0.48268 -6.93075 -0.20736
H 0.68560 -6.29733 1.42602
H 2.05787 -7.03420 0.59587
H 3.33340 -4.89082 1.07227
H 3.82679 -2.59550 0.38404
C -5.25755 0.49699 -7.11118
C -3.78746 0.91878 -6.98034
C -3.72240 2.44534 -7.03010
C -3.00060 0.36656 -8.17775
C -3.19858 0.36543 -5.68392
C -2.57866 1.15625 -4.73082
C -2.02849 0.56702 -3.60878
Br -1.13813 1.70125 -2.36141
C -2.02553 -0.81507 -3.32699
O -1.45907 -1.28594 -2.25908
C -2.68276 -1.62123 -4.31290
C -3.22214 -1.00928 -5.43505
C -2.71849 -3.14943 -4.17835
C -1.29779 -3.69305 -4.38627
C -3.23677 -3.58166 -2.80084
C -3.62557 -3.80534 -5.22438
H -5.70475 0.94018 -8.00598
H -5.82989 0.82408 -6.24094
H -5.35760 -0.58683 -7.18928
H -4.15504 2.80042 -7.96855
H -2.69297 2.80528 -6.98026
H -4.28189 2.89680 -6.20792
H -3.39838 0.76359 -9.11678
H -3.05706 -0.72275 -8.21793
H -1.94715 0.64364 -8.10271
H -2.51977 2.23095 -4.83212
H -3.70110 -1.63856 -6.17389
H -0.61763 -3.29725 -3.63498
H -0.92066 -3.40523 -5.37064
H -1.29087 -4.78589 -4.31987
H -2.64704 -3.14719 -2.00190
H -3.20569 -4.67373 -2.72012
H -4.27518 -3.26309 -2.66549
H -3.24575 -3.68482 -6.24157
H -4.64108 -3.40419 -5.18433
H -3.67764 -4.87771 -5.02031
Se -1.56727 1.90328 1.62192
Te -1.53001 0.92983 3.91012
Te -2.10217 -1.72299 3.58321
Se -0.46856 -2.46352 1.82799
C -4.57246 -3.82427 0.95823
N -3.60618 -2.85581 0.50037
C -3.89085 -1.55116 0.33096
N -5.20125 -1.17216 0.38264
O -3.00756 -0.70506 0.16277
H -4.03821 -4.72425 1.25536
H -5.27375 -4.10223 0.16465
H -5.13187 -3.46272 1.82647
H -2.62035 -3.01238 0.72514
H -5.93728 -1.83836 0.23983
H -5.37094 -0.21424 0.12972



Record 5
12
Properties=species:S:1:pos:R:3 method="wB97M-V/def2-TZVPD" relative_energy_kcal_mol=140.1 gap_ev=10.4 e_homo_ev=-9.6884
C 1.60964 0.64629 -0.03621
N 0.26005 0.88691 0.45997
N -0.73954 1.24244 -0.67461
C -0.81803 0.11023 0.09991
C -1.10286 -1.91055 0.13917
N -0.27595 -1.52615 -0.64953
O -1.79335 -0.45497 0.76409
H -1.37760 1.96625 -0.34074
H -1.60234 -2.72408 0.64169
H 2.14065 1.59645 -0.05120
H 1.60414 0.19056 -1.02715
H 2.09518 -0.02338 0.67461



Record 6
74
Properties=species:S:1:pos:R:3 method="wB97M-V/def2-TZVPD" relative_energy_kcal_mol=11.2 gap_ev=4.3 e_homo_ev=-3.2659 charge=-1
Na -0.38883 0.44804 1.28386
C -2.07819 -2.39596 -3.63867
C -2.45748 -3.09472 -2.33258
C -3.81684 -2.58607 -1.84328
C -1.37565 -2.98175 -1.26335
C -0.03668 -2.76564 -1.58573
C 0.94245 -2.69179 -0.60573
C 0.62884 -2.83885 0.73970
C 1.69058 -2.76094 1.80166
C -0.70614 -3.05189 1.06568
C -1.68827 -3.12072 0.08789
H -2.91521 -2.42761 -4.33992
H -1.22059 -2.85721 -4.13196
H -1.82897 -1.34412 -3.45673
H -2.56382 -4.16281 -2.55783
H -3.73586 -1.60442 -1.36833
H -4.26284 -3.25160 -1.10407
H -4.51788 -2.51469 -2.67880
H 0.26135 -2.63388 -2.61891
H 1.96842 -2.49096 -0.89203
H 1.40089 -2.08860 2.61042
H 2.62967 -2.38363 1.39548
H 1.87713 -3.74433 2.24183
H -0.99968 -3.13704 2.10664
H -2.71577 -3.24285 0.40530
C 1.26378 -0.12690 -4.40791
C 2.40028 -0.19530 -3.42175
C 3.70221 -0.49354 -3.87534
C 4.72699 -0.50110 -2.97703
C 4.47533 -0.23683 -1.61215
C 5.49394 -0.21426 -0.63189
Br 7.31060 -0.52660 -1.09527
C 5.17671 0.03856 0.67367
C 3.85509 0.25067 1.05344
Br 3.50423 0.56770 2.88656
C 2.74788 0.22795 0.17196
O 1.56728 0.35311 0.59536
C 3.12481 0.00919 -1.23351
N 2.13075 0.03983 -2.15969
H 1.60540 -0.31805 -5.42565
H 0.81127 0.86649 -4.38904
H 0.47885 -0.84460 -4.16209
H 3.87642 -0.69534 -4.92524
H 5.73985 -0.70925 -3.29337
H 5.95118 0.06245 1.42850
S -7.09781 3.41541 3.41434
C -5.63358 2.73522 2.97522
S -5.47514 1.28099 2.08878
C -3.72888 1.19568 1.97665
C -3.06293 2.21180 2.59145
S -1.35114 2.56035 2.71981
S -4.10380 3.39194 3.36792
S -3.12538 -0.17224 1.05001
C -1.80091 1.50262 -3.08286
C -1.34382 0.81844 -1.77247
N -0.98409 1.83368 -0.79258
C 0.15318 2.61050 -1.24638
C -0.21632 3.33925 -2.56505
N -1.65002 2.99082 -2.88259
C -2.55556 3.45244 -1.76577
C -2.12288 2.69582 -0.49235
H -2.85049 1.32796 -3.32060
H -1.19341 1.24628 -3.94911
H -0.47420 0.17922 -1.94432
H -2.15256 0.22290 -1.34542
H 0.99296 1.93524 -1.40350
H 0.41538 3.32879 -0.46857
H 0.37794 3.01290 -3.41823
H -0.17313 4.42587 -2.49492
H -1.91956 3.46294 -3.73775
H -3.57250 3.22173 -2.08201
H -2.43832 4.53451 -1.70192
H -2.93268 2.06828 -0.12047
H -1.84302 3.37521 0.31227



Record 7
59
Properties=species:S:1:pos:R:3 method="wB97M-V/def2-TZVPD" gap_ev=7.9 e_homo_ev=-8.9865 smiles="CCP(C)C1=C(CCC(F)(F)C(F)(F)C(F)(F)C(F)(F)C(F)(F)C(F)(F)F)C(=O)OC1=O.CCOCC"
C 0.23591 0.20590 5.29095
C 0.34115 0.72293 3.74402
P 1.15084 -0.61584 2.68774
C -0.04029 -2.11687 2.84596
C 1.15608 -0.20763 0.85397
C 1.17390 1.00989 0.12097
C 1.18287 2.46898 0.74962
C -0.26061 3.04511 1.13691
C -1.16500 3.48124 -0.09327
F -0.57205 4.69261 -0.61046
F -1.11783 2.56423 -1.20000
C -2.67831 3.84142 0.24464
F -3.35330 4.20334 -0.95781
F -2.65632 5.04239 1.03394
C -3.49794 2.76306 1.09450
F -3.10834 2.74824 2.47270
F -4.84934 3.26460 1.12859
C -3.58572 1.29778 0.45384
F -3.71787 1.33225 -0.96695
F -2.28385 0.70821 0.66380
C -4.60339 0.29369 1.16474
F -4.24790 -1.01648 0.69671
F -4.45913 0.23506 2.57175
C -6.15574 0.48400 0.84081
F -6.77176 1.00901 2.00866
F -6.70708 -0.81810 0.65403
F -6.46780 1.31937 -0.23122
C 1.22712 0.60386 -1.43991
O 1.41984 1.51720 -2.27372
O 1.08689 -0.79850 -1.63536
C 1.14337 -1.32329 -0.27698
O 1.12994 -2.56316 -0.22406
H 1.12229 -0.49191 5.44924
H -0.77219 -0.33181 5.44924
H 0.26508 1.11197 5.98142
H 0.87404 1.73405 3.66266
H -0.75818 0.92478 3.43820
H 0.59712 -3.03679 3.04489
H -0.74313 -1.94216 3.74600
H -0.73386 -2.21814 1.93833
H 1.66173 3.18394 -0.02057
H 1.84501 2.41537 1.69195
H -0.07882 4.00005 1.76023
H -0.74631 2.29476 1.83994
C 5.77933 -3.16402 -3.92206
C 4.69031 -4.10098 -4.41631
O 3.59736 -4.22022 -3.51721
C 2.87184 -3.02927 -3.24462
C 2.21299 -2.42771 -4.47424
H 6.08926 -3.43427 -2.90926
H 6.64914 -3.20637 -4.58229
H 5.43320 -2.12780 -3.89082
H 5.11240 -5.10361 -4.52167
H 4.33773 -3.80411 -5.40956
H 3.51298 -2.29702 -2.74105
H 2.09174 -3.30133 -2.52925
H 2.95701 -2.04957 -5.18071
H 1.56680 -1.59384 -4.19254
H 1.61680 -3.17845 -4.99906



Record 8
43
Properties=species:S:1:pos:R:3 method="wB97M-V/def2-TZVPD" spin_multiplicity=2 gap_ev="6.8 / 4.1" e_homo_ev="-15.3665 / -15.3084" charge=+2 s2=0.75
C 3.50119 -0.61900 -0.22728
C 2.07567 -0.26196 -0.30079
H 4.06188 -0.07661 -0.99595
H 3.65520 -1.69957 -0.35717
H 3.90968 -0.36571 0.76578
O 1.56895 0.48942 -1.13931
Cl 0.97478 -0.98937 0.97136
Ce -0.94627 0.66787 -0.53273
P -0.33611 -2.09586 -2.18455
C -1.21952 -2.10254 -3.78892
C 1.31451 -2.76415 -2.64446
H 1.17879 -3.70972 -3.19877
H -1.33307 -4.29870 -2.23698
H 1.89565 -2.96862 -1.72911
H -0.27056 -4.11775 -0.80667
H -0.83026 -1.33660 -4.46921
H 1.86989 -2.04453 -3.26535
C -1.01866 -3.61851 -1.43493
H -1.12915 -3.08953 -4.25171
H -1.87276 -3.35830 -0.80151
H -2.27393 -1.87765 -3.58984
P 0.36093 2.49695 2.16071
C -0.41498 4.14910 1.89470
C -0.41863 2.02163 3.74675
H 2.56535 2.05671 3.09686
H 1.94067 3.63863 3.65384
H 2.61513 3.45558 2.00044
C 2.02626 2.96518 2.78908
H 0.30758 1.51028 4.38764
H -0.77964 2.92253 4.25658
H -0.28902 4.76809 2.79036
H -1.48061 4.02066 1.66881
H -1.25351 1.34368 3.54169
H 0.04061 4.63854 1.02613
C -0.13523 1.35715 -3.31010
O 0.37363 2.12883 -3.98384
F -2.52167 -2.35705 1.10881
Te -3.67505 -0.86478 1.40615
F -4.94092 -2.27634 1.94773
F -2.58895 -0.03810 -1.63842
F -1.12791 2.73412 -0.82352
F -3.35377 -0.66226 3.26974
O -2.02621 0.22827 1.22796



Record 9
55
Properties=species:S:1:pos:R:3 method="wB97M-V/def2-TZVPD" spin_multiplicity=3 gap_ev="7.1 / 7.4" e_homo_ev="-14.2036 / -14.4724" charge=+2 s2=2.03
Mo 0.18467 -0.57283 -1.37014
O 0.00492 -2.38526 4.46447
C 1.22520 -2.06218 4.03624
O 2.14530 -1.99281 4.75755
C 1.42637 -1.81549 2.59398
C 2.67449 -1.59345 2.06454
N 2.53774 -1.20265 0.80533
N 1.23622 -1.15610 0.43982
C 0.55030 -1.57696 1.50720
C -0.89536 -1.72273 1.27155
O -1.74423 -1.93639 2.07532
O -1.11601 -1.39650 -0.03741
H -0.64462 -2.50218 3.74315
H 3.63310 -1.71241 2.49809
H 3.22503 -0.92248 0.13003
Se -1.87741 -0.10754 -4.66398
Se -2.23463 -0.54853 -2.44169
C -1.74495 -2.39784 -2.58375
C -2.51637 -3.43054 -2.94759
C -1.96470 -4.67649 -2.95286
C -0.64339 -4.83582 -2.67405
C 0.09164 -3.73267 -2.40527
N -0.42460 -2.47197 -2.32724
C -0.23176 0.98086 -4.41435
C 0.05763 1.77813 -5.47150
C 1.22369 2.57089 -5.41944
C 1.91561 2.59457 -4.23917
C 1.46802 1.86938 -3.17969
N 0.38992 1.05599 -3.25163
H -3.55248 -3.31360 -3.17091
H -2.51214 -5.57379 -3.10734
H -0.17257 -5.84161 -2.56245
H 1.16835 -3.82463 -2.18444
H -0.57670 1.71674 -6.41815
H 1.46018 3.20280 -6.27277
H 2.73748 3.23482 -4.01672
H 1.92059 1.84749 -2.20298
I 2.69221 -0.97002 -2.36967
C -0.30066 5.17506 3.10273
C -0.49129 3.68835 2.88417
C -0.92464 2.78126 3.81347
C -0.94552 1.41662 3.46931
N -0.62268 0.98982 2.17150
C -0.36538 1.91123 1.25533
S 0.01439 1.69061 -0.39009
N -0.27030 3.21232 1.65287
C -1.28852 0.39786 4.57209
H 0.55706 5.63877 2.57189
H -0.06889 5.36598 4.16518
H -1.21662 5.67173 2.81092
H -1.14937 3.01535 4.85292
H 0.05460 3.87538 0.94792
H -0.37529 0.27998 5.14752
H -1.65668 -0.50599 4.08984
H -2.06694 0.81943 5.18034